Below is one molecule with the formula CH5BO at a distorted geometry, with properties calculated with ωB97M-V with the def2-TZVPD basis set.

For the HOMO energy, the calculation gives -0.39940 Eh. The calculation puts the relative energy (zero: lowest compared OMol25 entry of this formula, charge and spin) at 40.72 kcal per mole. Its LUMO energy is 0.59 eV. Its SMILES is CBO. Its frontier orbital gap is 11.5 eV.

Geometry as ORCA input:
```
! wB97M-V def2-TZVPD RIJCOSX def2/J DEFGRID3
* xyz 0 1
C 1.07871 -0.02724 -0.20787
B -0.38415 -0.37866 0.16002
O -1.47114 0.89557 -0.28814
H 1.16690 0.60085 -1.14398
H 1.59647 -0.96254 -0.08087
H 1.15770 0.64028 0.65515
H -0.87164 -1.20180 0.89477
H -2.27284 0.43354 0.01094
*
```

For reference, the Löwdin charges in units of e are: number 1, C, carries -0.074; number 2, B, carries -0.060; number 3, O, carries -0.151; number 4, H, carries 0.095; number 5, H, carries 0.047; number 6, H, carries 0.074; number 7, H, carries 0.063; number 8, H, carries 0.006

=====

Below is a 13-piece molecular cluster, H26O13 overall, with properties calculated with ωB97M-V with the def2-TZVPD basis set.

For the HOMO energy, the calculation gives -0.36188 Eh. The calculation puts the relative energy (zero: lowest compared OMol25 entry of this formula, charge and spin) at 22.12 kcal per mole. Its LUMO energy is -0.76 eV. Its frontier orbital gap is 9.1 eV.

Geometry as ORCA input:
```
! wB97M-V def2-TZVPD RIJCOSX def2/J DEFGRID3
* xyz 0 1
O 18.14044 20.75552 -12.80218
H 18.18861 19.96239 -12.23966
H 18.90564 21.28339 -12.55966
O 16.26618 13.67973 -12.67440
H 16.98399 14.10209 -12.18211
H 16.46959 12.73865 -12.66632
O 14.79553 17.18701 -14.04881
H 15.55393 16.97977 -13.48165
H 14.84942 18.14330 -14.16688
O 19.37187 14.71994 -13.62136
H 20.30428 14.51390 -13.48632
H 19.09486 14.12933 -14.33457
O 20.56008 18.34952 -14.85155
H 20.17971 17.83870 -14.12992
H 21.51246 18.29107 -14.73008
O 18.54752 18.50990 -11.05342
H 19.27211 18.60496 -10.42792
H 17.75233 18.31959 -10.50881
O 16.17396 15.44864 -10.19388
H 15.53768 14.85925 -10.61394
H 17.05030 15.09552 -10.44119
O 18.27292 16.49933 -16.29889
H 18.55612 16.76494 -15.42186
H 17.49358 15.93382 -16.14179
O 16.04911 15.01620 -15.33688
H 16.24133 14.48879 -14.54515
H 15.44372 15.69738 -14.98137
O 17.49732 16.83284 -13.26906
H 17.71926 17.24579 -12.42542
H 18.07092 16.06018 -13.35540
O 15.42567 19.64348 -12.47670
H 16.03947 20.36994 -12.64782
H 15.81424 19.14824 -11.73498
O 18.52284 14.13583 -10.95296
H 18.89718 13.33922 -10.56274
H 19.19063 14.46016 -11.57455
O 15.99844 18.15353 -10.12302
H 15.97732 17.16930 -10.22151
H 15.31962 18.36085 -9.47454
*
```

Löwdin atomic charge list, values in e, 8 entries: number 1, O, carries -0.064; number 2, H, carries -0.008; number 3, H, carries 0.039; number 4, O, carries -0.042; number 5, H, carries -0.012; number 6, H, carries 0.063; number 7, O, carries -0.069; number 8, H, carries -0.002

=====

Below is C3H5InO3 as an isolated structure at a distorted geometry, with properties calculated with ωB97M-V with the def2-TZVPD basis set.

For the HOMO energy (spin up / spin down), the calculation gives -0.75073 / -0.75074 Eh. The calculation puts the relative energy (zero: lowest compared OMol25 entry of this formula, charge and spin) at 104.88 kcal per mole. Its LUMO energy (spin up / spin down) is -13.06 / -13.07 eV. Its frontier orbital gap (spin up / spin down) is 7.4 / 7.4 eV.

Geometry as ORCA input:
```
! wB97M-V def2-TZVPD RIJCOSX def2/J DEFGRID3
* xyz 2 1
H -0.34430 2.21597 0.32703
O -0.12708 0.74965 0.76573
C 1.40840 -0.00298 0.49315
C -1.03234 -0.33597 0.47343
O 2.19486 0.93301 0.26334
O 0.99482 -0.53746 -0.70005
C -0.30527 -1.14414 -0.60584
In 1.29862 2.30987 -0.72240
H -2.02910 0.00809 0.18555
H -1.09394 -0.89712 1.41308
H -0.79418 -1.10882 -1.58375
H -0.17048 -2.19008 -0.30929
*
```

Löwdin atomic charge list, values in e, 8 entries: number 1, H, carries 0.260; number 2, O, carries -0.181; number 3, C, carries -0.103; number 4, C, carries -0.087; number 5, O, carries -0.048; number 6, O, carries 0.024; number 7, C, carries -0.049; number 8, In, carries 1.525

=====

Below is one molecule with the formula C3H6O3, with properties calculated with ωB97M-V with the def2-TZVPD basis set.

For the HOMO energy, the calculation gives -0.37055 Eh. The calculation puts the relative energy (zero: lowest compared OMol25 entry of this formula, charge and spin) at 41.96 kcal per mole. Its LUMO energy is 0.97 eV. Its SMILES is C1OCOCO1. Its frontier orbital gap is 11.1 eV.

Geometry as ORCA input:
```
! wB97M-V def2-TZVPD RIJCOSX def2/J DEFGRID3
* xyz 0 1
C 1.38686 -0.01074 -0.01731
O 0.60833 1.04415 0.45191
C -0.60334 1.13096 -0.26931
O -1.41575 0.00826 -0.03351
C -0.62254 -1.10659 0.31538
O 0.56275 -1.06650 -0.44588
H 1.96620 0.24383 -0.90750
H 2.04784 -0.30194 0.81278
H -1.12110 2.01598 0.04779
H -0.38631 1.22168 -1.33957
H -0.37182 -1.12176 1.38810
H -1.14329 -2.02686 0.04568
*
```

Löwdin atomic charge list, values in e, 8 entries: number 1, C, carries -0.235; number 2, O, carries -0.065; number 3, C, carries -0.202; number 4, O, carries -0.052; number 5, C, carries -0.203; number 6, O, carries -0.072; number 7, H, carries 0.137; number 8, H, carries 0.141

=====

Below is CH4INS as an isolated structure at a distorted geometry, with properties calculated with ωB97M-V with the def2-TZVPD basis set.

For the HOMO energy (spin up / spin down), the calculation gives -0.31468 / -0.32101 Eh. The calculation puts the relative energy (zero: lowest compared OMol25 entry of this formula, charge and spin) at 98.09 kcal per mole. Its LUMO energy (spin up / spin down) is -1.31 / -0.38 eV. Its frontier orbital gap (spin up / spin down) is 7.2 / 8.4 eV.

Geometry as ORCA input:
```
! wB97M-V def2-TZVPD RIJCOSX def2/J DEFGRID3
* xyz 0 1
C -0.06812 0.27928 0.74047
N -1.54441 -1.02528 -1.00428
S -0.31646 -1.32966 -2.06600
I -2.24650 -2.57380 0.07841
H 0.85008 -0.14805 0.41090
H -0.28692 1.28477 0.28617
H -0.49623 -0.05250 1.61517
H -0.79310 -0.84942 -3.22467
*
```

For reference, the Löwdin charges in units of e are: number 1, C, carries 0.042; number 2, N, carries -1.054; number 3, S, carries 0.534; number 4, I, carries 0.666; number 5, H, carries -0.026; number 6, H, carries 0.031; number 7, H, carries -0.045; number 8, H, carries -0.148

=====

Below is a 10-piece molecular cluster, C48H70F6N2O15 overall at a distorted geometry, with properties calculated with ωB97M-V with the def2-TZVPD basis set.

For the HOMO energy, the calculation gives -0.31714 Eh. Its LUMO energy is -0.91 eV. Its SMILES is C#Cc1c(CCCCNC(C)=O)cc2c(c1C(=O)C(F)(F)C(F)(F)C(F)(F)C(=O)O)C(=O)NC2=O.CC(C)=O.CC(C)=O.CC(C)=O.CC(C)=O.CC(C)=O.CC(C)=O.CC(C)=O.CC(C)=O.CC(C)=O. Its frontier orbital gap is 7.7 eV.

Geometry as ORCA input:
```
! wB97M-V def2-TZVPD RIJCOSX def2/J DEFGRID3
* xyz 0 1
C 0.97664 3.58757 -4.64302
C 0.19123 4.03277 -3.85721
C -0.70196 4.24495 -2.75938
C -0.12989 4.62658 -1.53489
C 1.37174 4.81076 -1.44217
C 1.81543 5.77599 -0.34024
C 3.33800 5.91245 -0.28687
C 3.98047 4.79763 0.51327
N 5.45838 4.84979 0.41084
C 5.97978 3.60197 0.92196
C 6.77033 2.77228 -0.05087
O 5.80556 3.25698 2.06694
C -0.93957 4.85421 -0.43781
C -2.29417 4.69241 -0.58505
C -2.85871 4.32975 -1.77246
C -2.09039 4.09725 -2.90229
C -2.84211 3.75035 -4.16758
O -3.75185 4.45428 -4.50545
C -2.55103 2.49836 -5.05930
F -3.57230 2.37240 -5.91753
F -1.44489 2.65384 -5.82093
C -2.36810 1.17714 -4.27450
F -1.22972 1.20905 -3.57191
F -2.27484 0.19072 -5.20065
C -3.55614 0.80202 -3.32982
F -4.70505 1.32917 -3.72880
F -3.26010 1.15930 -2.05798
C -3.72962 -0.74434 -3.33173
O -4.70479 -1.28772 -3.75727
O -2.66619 -1.37338 -2.82607
C -4.35992 4.27285 -1.58475
O -5.22663 3.87915 -2.30458
N -4.58682 4.85437 -0.31050
C -3.39140 4.87725 0.43112
O -3.27339 4.97843 1.61801
H 1.63324 3.13616 -5.34178
H 1.88430 3.85195 -1.37042
H 1.67329 5.26612 -2.38575
H 1.38416 6.76040 -0.50191
H 1.49812 5.35081 0.61202
H 3.56189 6.83398 0.25631
H 3.80542 6.01677 -1.26519
H 3.72106 4.89069 1.57107
H 3.63765 3.80920 0.20296
H 5.81465 5.58823 1.00884
H 7.61779 3.36547 -0.37925
H 6.15996 2.56008 -0.92069
H 7.05788 1.86674 0.47162
H -0.53948 5.16952 0.51036
H -2.75368 -2.30579 -3.07398
H -5.27283 4.32410 0.22591
C 6.22391 5.01084 -4.72631
C 6.90730 3.90121 -3.96456
C 7.67103 2.88227 -4.77555
O 6.84529 3.83289 -2.75882
H 5.71518 5.66889 -4.02523
H 6.96064 5.58947 -5.28544
H 5.49060 4.59343 -5.41832
H 8.46783 3.37242 -5.33683
H 6.99810 2.37606 -5.46945
H 8.11108 2.14482 -4.10794
C -7.10406 5.91223 -3.66116
C -8.47302 6.40715 -4.05634
C -9.30702 5.48803 -4.91300
O -8.88305 7.49058 -3.70261
H -6.61119 6.66719 -3.05042
H -7.19104 4.99242 -3.08590
H -6.50113 5.72807 -4.55189
H -9.48353 4.54629 -4.39229
H -8.79242 5.28802 -5.85463
H -10.26307 5.96287 -5.12553
C -7.76346 0.69484 -3.56050
C -9.07604 1.32375 -3.95949
C -10.04339 0.45770 -4.72320
O -9.33463 2.47266 -3.67415
H -7.16514 1.42466 -3.01934
H -7.94355 -0.16649 -2.91527
H -7.21533 0.37561 -4.44756
H -10.31676 -0.40793 -4.13095
H -9.59071 0.12890 -5.65966
H -10.94098 1.03067 -4.94585
C -12.17344 -4.34335 -4.76605
C -12.48554 -2.87194 -4.88818
C -13.93961 -2.48742 -5.00671
O -11.60954 -2.03759 -4.89100
H -11.09709 -4.47941 -4.68881
H -12.64806 -4.75311 -3.87323
H -12.53618 -4.87630 -5.64616
H -14.48711 -2.82043 -4.12375
H -14.37539 -2.94381 -5.89670
H -14.02231 -1.40594 -5.08716
C 7.57182 2.92031 4.91642
C 7.80093 1.64033 5.68439
C 6.64679 0.67306 5.74989
O 8.86375 1.40695 6.21816
H 8.47586 3.52655 4.94648
H 7.32881 2.69539 3.87820
H 6.75244 3.48315 5.36592
H 6.36661 0.35800 4.74944
H 5.79183 1.14723 6.23343
H 6.93802 -0.20107 6.32447
C 4.48626 -3.76972 5.12792
C 4.08419 -2.32069 5.20279
C 2.60940 -2.03389 5.32561
O 4.90251 -1.42691 5.16553
H 5.56897 -3.83995 5.04132
H 4.17184 -4.29399 6.02963
H 4.02558 -4.23643 4.25456
H 2.21426 -2.48814 6.23544
H 2.08598 -2.43379 4.45592
H 2.45188 -0.95760 5.37072
C 6.42351 -7.99654 6.77422
C 5.04331 -7.40915 6.62835
C 4.01739 -8.24343 5.90290
O 4.76833 -6.31645 7.07084
H 7.05847 -7.29049 7.30632
H 6.37804 -8.92912 7.33742
H 6.85279 -8.18634 5.78948
H 3.87434 -9.18903 6.42306
H 4.35134 -8.44205 4.88353
H 3.07228 -7.70414 5.86817
C 1.10510 -3.03285 0.64948
C 1.74338 -4.12744 1.46973
C 2.49586 -5.19786 0.71746
O 1.65633 -4.14577 2.67543
H 0.59943 -2.33310 1.31108
H 1.86849 -2.49713 0.08322
H 0.37504 -3.45975 -0.03990
H 3.31658 -4.75143 0.15400
H 1.82381 -5.71493 0.03090
H 2.90245 -5.91816 1.42388
C 6.01223 -12.41968 9.03881
C 5.13783 -11.61644 8.10861
C 3.67670 -11.50701 8.47196
O 5.59118 -11.08657 7.11857
H 7.03363 -12.41950 8.66517
H 5.99928 -11.97930 10.03698
H 5.65418 -13.44882 9.09224
H 3.56924 -11.02944 9.44700
H 3.22532 -12.49955 8.50307
H 3.15785 -10.90862 7.72712
*
```

Löwdin atomic charge list, values in e, 8 entries: number 1, C, carries 0.170; number 2, C, carries -0.077; number 3, C, carries -0.111; number 4, C, carries -0.118; number 5, C, carries -0.136; number 6, C, carries -0.198; number 7, C, carries -0.194; number 8, C, carries -0.222

=====

Number 1: E -141.16405 Ha. Number 2: E -993.73799 Ha. Number 3: E -532.18828 Ha. Number 4: E -343.58768 Ha. Number 5: E -790.96008 Ha. Number 6: E -3708.26245 Ha.